Entry 1:
The following is a DFT calculation (wB97M-V/def2-TZVPD) of a structure of composition C44H31CrNO3P in a non-equilibrium geometry.

Positions of all 81 atoms, in Å:
C: -1.55 -4.39 0.87
C: -0.73 -4.17 1.98
C: -0.35 -2.86 2.30
C: -0.76 -1.76 1.51
P: -0.08 -0.09 1.93
C: 1.67 -0.33 1.35
C: 2.66 0.60 1.73
C: 3.94 0.56 1.17
C: 4.27 -0.42 0.23
C: 3.34 -1.41 -0.09
C: 2.06 -1.38 0.49
C: -0.78 0.96 0.61
C: -2.10 1.41 0.80
C: -2.61 2.47 0.06
C: -1.88 2.97 -1.02
C: -0.68 2.37 -1.38
C: -0.12 1.37 -0.57
C: -0.30 0.31 3.68
C: 1.03 0.14 4.24
N: 2.11 -0.11 4.67
C: -1.57 -2.02 0.38
C: -1.95 -3.33 0.06
H: -1.89 -5.41 0.66
H: -0.40 -4.99 2.60
H: 0.28 -2.68 3.18
H: 2.43 1.34 2.50
H: 4.68 1.30 1.49
H: 5.27 -0.42 -0.22
H: 3.61 -2.20 -0.80
H: 1.39 -2.21 0.26
H: -2.68 0.95 1.60
H: -3.57 2.90 0.34
H: -2.26 3.85 -1.55
H: -0.15 2.71 -2.27
H: 0.83 0.93 -0.87
H: -1.11 -0.44 4.13
H: -1.93 -1.20 -0.25
H: -2.59 -3.52 -0.81
O: -1.56 8.75 6.56
C: -0.96 8.05 5.86
Cr: 0.18 6.74 5.05
C: -0.78 5.66 6.29
O: -1.36 5.20 7.21
C: 1.24 7.14 6.58
O: 1.70 7.48 7.59
C: 0.97 7.91 3.42
C: -0.34 7.49 3.11
C: -0.67 6.13 3.20
C: 0.33 5.17 3.51
C: 0.02 3.74 3.67
C: -0.18 2.64 4.21
C: -0.86 1.57 4.90
C: -0.26 1.28 6.27
C: 0.74 2.12 6.83
C: 1.16 1.96 8.16
C: 0.61 0.91 8.92
C: -0.27 -0.02 8.34
C: -0.69 0.16 7.01
C: -2.35 1.60 4.84
C: -2.88 2.12 3.65
C: -4.25 2.03 3.33
C: -5.15 1.52 4.30
C: -4.65 1.09 5.56
C: -3.26 1.18 5.82
C: 1.60 5.63 3.93
C: 1.95 6.99 3.83
H: 1.20 8.98 3.37
H: -1.10 8.23 2.81
H: -1.70 5.77 3.02
H: 1.23 2.90 6.22
H: 1.90 2.66 8.60
H: 0.82 0.84 9.97
H: -0.64 -0.90 8.90
H: -1.31 -0.58 6.53
H: -2.19 2.50 2.92
H: -4.58 2.39 2.35
H: -6.24 1.52 4.10
H: -5.37 0.68 6.28
H: -2.91 0.88 6.80
H: 2.31 4.88 4.32
H: 2.97 7.30 4.10

## Properties
Orbital gap (alpha / beta) in eV: 6.7 / 6.1
Expectation value of S²: 3.82
LUMO (alpha / beta) in eV: -5.61 / -7.78
Net charge: +2
Highest occupied orbital energy (alpha / beta) in eV: -12.27 / -13.89
Spin multiplicity: 4

Here are the Mulliken charges for atoms 1 to 8, given in e:
1. C -0.444
2. C -0.832
3. C 0.052
4. C -0.438
5. P 2.547
6. C -0.200
7. C -0.148
8. C -0.729


Entry 2:
The following is a DFT calculation (wB97M-V/def2-TZVPD) of a structure of composition C44H32AsN9O6RuS2 in a non-equilibrium geometry.

Positions of all 95 atoms, in Å:
Ru: -0.40 0.86 -0.15
C: -1.37 2.81 -6.42
C: -2.68 3.05 -5.99
C: -3.06 2.79 -4.68
C: -2.10 2.30 -3.82
C: -2.14 1.94 -2.40
N: -3.18 1.83 -1.66
C: -2.99 1.54 -0.35
C: -3.49 0.38 0.34
C: -3.58 -0.84 -0.46
C: -4.33 -2.42 1.53
C: -3.50 -1.76 2.59
C: -3.07 -0.50 2.68
C: -3.11 0.52 1.67
C: -2.35 1.73 1.72
N: -1.75 2.30 2.78
C: -0.56 2.79 2.61
N: 0.27 2.46 1.57
C: 1.52 2.85 1.87
N: 2.63 2.50 1.26
C: 2.60 1.91 0.07
N: 1.53 1.80 -0.76
C: 1.96 1.37 -1.97
N: 1.25 1.39 -3.10
C: -0.03 1.64 -3.07
N: -0.87 1.58 -2.00
C: -0.79 2.08 -4.24
C: -0.41 2.32 -5.55
C: 3.38 1.10 -1.92
C: 4.29 0.61 -2.85
C: 5.61 0.47 -2.46
C: 6.02 0.82 -1.17
C: 5.12 1.32 -0.24
C: 3.79 1.45 -0.62
C: 1.50 3.64 3.12
C: 2.48 4.36 3.79
C: 2.10 5.05 4.93
C: 0.78 5.02 5.39
C: -0.19 4.28 4.72
C: 0.19 3.60 3.58
N: -2.25 2.32 0.48
H: -1.11 3.00 -7.45
H: -3.40 3.44 -6.70
H: -4.08 2.96 -4.35
H: -3.96 -0.65 -1.46
H: -4.22 -3.50 1.64
H: -3.33 -2.40 3.45
H: -2.55 -0.20 3.59
H: 0.61 2.12 -5.86
H: 3.96 0.34 -3.85
H: 6.33 0.07 -3.16
H: 7.06 0.70 -0.89
H: 5.44 1.60 0.76
H: 3.50 4.37 3.43
H: 2.83 5.63 5.47
H: 0.52 5.58 6.28
H: -1.21 4.23 5.08
C: 1.06 0.25 4.33
As: 1.12 -0.80 2.67
C: 3.02 -0.70 2.31
C: 0.46 -2.50 3.36
O: -0.05 -0.15 1.71
H: 1.63 -0.27 5.11
H: 0.02 0.35 4.65
H: 1.48 1.24 4.19
H: 3.49 -1.59 2.71
H: 3.42 0.20 2.78
H: 3.18 -0.66 1.23
H: 0.59 -2.54 4.44
H: 0.94 -3.33 2.87
H: -0.60 -2.49 3.11
C: -6.66 -3.06 1.61
O: -5.69 -2.06 1.85
C: -4.12 -2.11 0.06
S: -4.56 -3.26 -1.02
S: -1.72 -1.22 -0.71
H: -7.60 -2.68 2.01
H: -6.40 -3.99 2.12
H: -6.78 -3.27 0.54
O: 1.45 -2.42 0.70
C: 1.21 -2.10 -0.48
O: 0.98 -0.96 -0.95
C: 1.22 -3.22 -1.50
C: 1.08 -2.93 -2.85
C: 1.04 -3.95 -3.78
C: 1.13 -5.27 -3.35
C: 1.30 -5.57 -2.00
C: 1.35 -4.55 -1.08
N: 1.04 -6.35 -4.32
O: 1.07 -7.50 -3.91
O: 0.95 -6.06 -5.50
H: 0.99 -1.90 -3.14
H: 0.92 -3.75 -4.84
H: 1.39 -6.61 -1.71
H: 1.48 -4.75 -0.03

## Properties
Orbital gap (alpha / beta) in eV: 4.2 / 4.1
Expectation value of S²: 0.78
Energy relative to the best compared isomer or geometry (same formula, charge and spin) in kcal per mole: 95.6
LUMO (alpha / beta) in eV: 0.55 / 0.53
Net charge: -1
Highest occupied orbital energy (alpha / beta) in eV: -3.68 / -3.60
Spin multiplicity: 2

Here are the Mulliken charges for atoms 1 to 8, given in e:
1. Ru -0.039
2. C -0.615
3. C -0.600
4. C -0.239
5. C -0.115
6. C -0.313
7. N -0.679
8. C -0.372


Entry 3:
The following is a DFT calculation (wB97M-V/def2-TZVPD) of a structure of composition C44H33BF3LaN6O5S4 in a non-equilibrium geometry.

Positions of all 97 atoms, in Å:
La: 0.79 0.11 0.27
O: 3.32 3.97 0.37
C: 2.81 2.91 0.02
O: 2.77 1.82 0.65
C: 2.14 2.85 -1.37
C: 2.12 3.92 -2.26
C: 1.49 3.77 -3.48
C: 0.90 2.55 -3.78
C: 0.94 1.54 -2.82
N: 1.55 1.70 -1.65
C: 0.22 0.21 -3.00
O: -0.70 0.19 -3.83
O: 0.61 -0.72 -2.26
H: 2.59 4.86 -1.97
H: 1.47 4.58 -4.20
H: 0.39 2.38 -4.71
N: -0.51 4.54 2.50
C: -1.62 5.17 1.93
C: -2.40 6.01 2.70
C: -3.49 6.68 2.14
C: -3.78 6.52 0.81
C: -3.00 5.67 0.03
C: -1.92 5.01 0.58
S: -0.95 3.89 -0.41
N: 0.00 3.09 0.70
C: 0.13 3.47 1.90
C: 1.15 2.81 2.75
C: 2.10 3.61 3.37
C: 3.11 3.00 4.09
C: 3.09 1.62 4.22
C: 2.08 0.91 3.58
N: 1.15 1.48 2.84
H: -0.47 4.56 3.51
H: -2.17 6.14 3.75
H: -4.09 7.33 2.76
H: -4.62 7.03 0.36
H: -3.21 5.53 -1.02
H: 2.08 4.68 3.23
H: 3.90 3.59 4.53
H: 3.86 1.10 4.76
H: 2.03 -0.17 3.65
S: 2.69 -2.40 3.04
C: 3.63 -1.75 1.84
N: 3.26 -1.31 0.67
C: 4.30 -0.98 -0.14
C: 4.20 -0.63 -1.48
C: 5.35 -0.36 -2.19
C: 6.61 -0.42 -1.60
C: 6.73 -0.78 -0.27
C: 5.59 -1.08 0.44
S: 5.44 -1.67 2.07
H: 3.22 -0.60 -1.94
H: 5.28 -0.10 -3.24
H: 7.50 -0.19 -2.17
H: 7.70 -0.84 0.21
C: -3.28 -4.77 -3.64
C: -3.15 -3.34 -3.20
C: -3.54 -2.29 -4.02
C: -3.36 -0.98 -3.63
C: -2.78 -0.71 -2.40
C: -2.43 -1.73 -1.55
C: -2.61 -3.04 -1.95
S: -2.35 1.01 -2.07
C: -3.85 1.33 -1.03
O: -1.26 1.03 -1.08
H: -3.67 -4.82 -4.66
H: -3.94 -5.32 -2.98
H: -2.31 -5.26 -3.62
H: -3.97 -2.50 -5.00
H: -3.60 -0.16 -4.28
H: -1.98 -1.52 -0.59
H: -2.28 -3.85 -1.31
H: -3.72 0.83 -0.08
H: -4.73 0.98 -1.55
H: -3.92 2.40 -0.85
B: -3.07 2.14 2.97
C: -2.05 1.23 2.23
N: -1.28 0.56 1.69
H: -3.20 3.17 2.34
H: -4.13 1.56 3.03
H: -2.63 2.37 4.07
F: -1.87 -9.31 -0.22
C: -0.98 -9.00 0.76
F: -1.55 -9.48 1.90
F: 0.08 -9.81 0.54
C: -0.67 -7.55 0.81
C: -1.72 -6.66 1.02
C: -1.48 -5.31 1.02
C: -0.19 -4.81 0.81
C: 0.87 -5.72 0.65
C: 0.63 -7.08 0.64
C: 0.05 -3.42 0.74
C: 0.25 -2.22 0.67
H: -2.72 -7.05 1.18
H: -2.29 -4.61 1.17
H: 1.86 -5.33 0.52
H: 1.45 -7.77 0.48

## Properties
Orbital gap in eV: 6.3
LUMO in eV: 3.85
Net charge: -2
Highest occupied orbital energy in eV: -2.41

Here are the Mulliken charges for atoms 1 to 8, given in e:
1. La 1.874
2. O -0.860
3. C 0.111
4. O -0.531
5. C 0.080
6. C -0.732
7. C -0.672
8. C -0.749


Look up the net charge of the third one.
-2


Which value of net charge does entry 3 give?
-2